#A
The following is a quantum chemistry calculation of a cluster of 2 separate species, C8H14N3 in total, from the OMol25 dataset.

## Properties
Total charge: +1
2S+1: 1

Geometry (Å):
N -3.95 0.09 -0.44
N 0.12 -0.45 0.51
N -2.76 -0.57 -0.14
C 3.75 0.56 0.01
C 2.54 -0.19 -0.47
C 1.24 0.39 0.07
C -3.76 1.38 -0.30
C 0.71 0.33 1.47
C -2.41 1.64 -0.07
C -1.85 0.34 0.00
C -2.74 -2.01 -0.11
H 3.90 0.69 1.05
H 2.37 0.08 -1.65
H 4.00 1.56 -0.37
H 0.37 1.24 1.81
H -4.29 2.25 -0.63
H -1.84 -2.28 0.48
H -3.69 -2.44 0.35
H -2.61 -2.44 -1.10
H -4.93 -0.37 -0.59
H -1.88 2.51 0.18
H 0.94 1.40 -0.37
H 2.50 -1.32 -0.21
H 1.33 -0.29 2.19
H 4.72 0.11 -0.10

Results of the natural (NBO) charge analysis, in e, for atoms 1 through 2: N -0.327; N -0.216

***

#B
The following is a quantum chemistry calculation of a cluster of 2 separate species, C8H14N3 in total, from the OMol25 dataset.

## Properties
Total charge: +1
2S+1: 1

Geometry (Å):
N 3.13 0.36 -0.66
N -1.30 -1.14 2.04
N 2.16 0.45 0.21
C -1.43 0.59 -1.49
C -2.79 0.49 -1.02
C 2.93 -0.65 -1.52
C 1.65 -1.24 -1.27
C -1.73 -0.43 -0.35
C 1.32 -0.55 -0.11
C 1.98 1.56 1.10
C -1.30 -0.16 0.96
H 1.62 1.09 2.00
H 1.20 2.13 0.56
H -0.99 0.24 -2.48
H -2.10 -1.02 2.63
H -1.68 -1.42 -0.58
H -0.34 -0.95 2.71
H -0.89 1.56 -1.18
H 2.96 1.96 1.38
H -3.14 1.44 -0.48
H 1.10 -2.09 -1.68
H -3.57 -0.04 -1.52
H 3.73 -0.87 -2.21
H -1.30 -2.16 1.65
H -1.22 0.87 1.34

Results of the natural (NBO) charge analysis, in e, for atoms 1 through 2: N -0.239; N -0.731

***

The winner here is #A, beating the second structure by 0.0423 hartree.

***

#A
The following is a quantum chemistry calculation of the molecule ClH2O2PS2, from the OMol25 dataset.

## Properties
Structure (SMILES): O=S(=O)(Cl)SP
2S+1: 1

Geometry (Å):
Cl -3.46 -1.05 -1.83
S -0.68 0.64 -1.93
S -2.68 0.94 -1.48
P -0.51 -0.57 -0.14
O -3.27 1.76 -2.47
O -2.78 1.21 -0.05
H 0.77 -1.16 -0.26
H 0.14 0.33 0.55

Results of the natural (NBO) charge analysis, in e, for atoms 1 through 2: Cl -0.259; S -0.175

***

#B
The following is a quantum chemistry calculation of the molecule ClH2O2PS2, from the OMol25 dataset.

## Properties
Structure (SMILES): OP(O)(=S)SCl
2S+1: 1

Geometry (Å):
Cl -2.01 1.47 -0.33
S -1.56 -0.41 -0.77
S 0.83 -2.38 0.26
P 0.41 -0.41 0.05
O 1.23 0.63 -0.90
O 0.16 0.46 1.32
H 0.95 0.48 -1.86
H -0.02 0.16 2.23

Results of the natural (NBO) charge analysis, in e, for atoms 1 through 2: Cl -0.147; S -0.049

***

The winner here is #B, beating the second structure by 0.1152 hartree.